Here is a cluster of 10 separate species, C44H114N6O16 in total at a distorted geometry from the Open Molecules 2025 dataset. Energies are from ωB97M-V with the def2-TZVPD basis set.

Largest force on an atom = 4.4 eV/Å
Structure (SMILES) = COCCNCCOC.COCCNCCOC.COCCNCCOC.COCCNCCOC.COCCNCCOC.COCCNCCOC.CCO.CCO.CCO.CCO
Total energy = -89164.3604 eV
Frontier orbital gap = 0.3330 Eh
HOMO level = -8.434 eV

```
! RIJCOSX wB97M-V def2-TZVPD def2/J DEFGRID3
* xyz 0 1
C 0.28 -0.48 -4.38
O 1.08 -1.57 -3.96
C 0.50 -2.78 -4.32
C 1.50 -3.84 -4.14
N 2.69 -3.48 -4.87
C 3.86 -4.34 -4.76
C 5.09 -3.64 -5.48
O 5.25 -2.40 -4.94
C 5.73 -1.45 -5.85
H 0.81 0.44 -4.14
H -0.71 -0.63 -3.96
H 0.24 -0.54 -5.49
H 0.33 -2.79 -5.35
H -0.51 -2.89 -3.82
H 1.10 -4.77 -4.67
H 1.77 -4.19 -3.10
H 2.91 -2.46 -4.77
H 3.66 -5.26 -5.25
H 4.10 -4.62 -3.72
H 4.72 -3.60 -6.54
H 5.97 -4.22 -5.56
H 6.57 -1.86 -6.38
H 6.04 -0.62 -5.26
H 4.99 -1.17 -6.57
C -6.26 1.53 3.90
O -5.02 1.29 4.51
C -4.54 0.02 4.27
C -4.01 -0.25 2.84
N -3.10 0.87 2.51
C -2.50 0.78 1.15
C -1.63 -0.43 1.11
O -1.22 -0.61 -0.27
C -0.50 -1.82 -0.40
H -6.72 2.39 4.46
H -6.89 0.63 4.03
H -6.12 1.75 2.87
H -5.31 -0.73 4.50
H -3.68 -0.18 4.91
H -4.80 -0.30 2.06
H -3.53 -1.22 2.84
H -3.54 1.78 2.56
H -1.92 1.67 1.01
H -3.28 0.53 0.36
H -2.28 -1.27 1.37
H -0.74 -0.42 1.79
H -0.31 -1.95 -1.45
H -1.12 -2.72 -0.12
H 0.42 -1.83 0.22
C -2.31 1.59 -2.81
O -2.59 0.35 -3.39
C -3.52 -0.40 -2.54
C -3.50 -1.80 -3.09
N -4.49 -2.15 -4.16
C -4.42 -1.25 -5.28
C -3.64 -1.85 -6.41
O -3.91 -1.13 -7.61
C -2.88 -0.26 -7.95
H -1.41 2.10 -3.26
H -2.15 1.54 -1.71
H -3.13 2.34 -2.96
H -4.57 -0.05 -2.64
H -3.23 -0.30 -1.53
H -3.76 -2.52 -2.31
H -2.46 -2.10 -3.44
H -5.41 -2.40 -3.78
H -3.99 -0.30 -5.10
H -5.43 -0.95 -5.60
H -3.94 -2.89 -6.51
H -2.54 -1.80 -6.20
H -1.89 -0.81 -7.94
H -2.72 0.47 -7.12
H -3.06 0.33 -8.89
C 2.33 0.36 2.44
O 1.21 -0.31 2.99
C 0.44 0.54 3.83
C -0.50 -0.27 4.74
N 0.09 -1.32 5.52
C 1.19 -0.93 6.42
C 0.61 -0.40 7.78
O 1.32 0.79 8.18
C 0.74 1.39 9.34
H 2.78 -0.27 1.68
H 2.91 0.41 3.32
H 2.07 1.36 2.11
H -0.19 1.17 3.23
H 1.14 1.16 4.40
H -1.30 -0.68 4.10
H -1.00 0.49 5.43
H 0.46 -1.94 4.78
H 1.78 -0.08 6.04
H 1.77 -1.85 6.59
H 0.65 -1.19 8.52
H -0.47 -0.21 7.52
H 1.25 2.33 9.49
H 0.91 0.74 10.25
H -0.35 1.61 9.15
C -1.89 -3.89 3.70
O -3.12 -4.26 3.10
C -3.16 -5.63 2.71
C -4.59 -5.97 2.18
N -5.21 -4.96 1.37
C -4.58 -4.56 0.16
C -5.58 -3.72 -0.59
O -5.72 -2.57 0.13
C -6.64 -1.62 -0.51
H -1.68 -4.65 4.51
H -2.01 -2.93 4.21
H -1.07 -3.91 3.01
H -2.98 -6.14 3.67
H -2.33 -5.97 2.03
H -5.22 -6.12 3.07
H -4.59 -6.89 1.56
H -5.49 -4.11 1.84
H -4.29 -5.47 -0.42
H -3.71 -3.88 0.27
H -6.52 -4.29 -0.84
H -5.17 -3.48 -1.55
H -6.32 -1.43 -1.56
H -6.60 -0.68 0.07
H -7.59 -2.07 -0.35
C 5.41 3.94 -3.56
O 5.41 3.23 -2.38
C 6.53 2.41 -2.09
C 6.15 1.77 -0.80
N 6.39 2.64 0.28
C 5.89 2.03 1.59
C 5.85 2.91 2.84
O 4.85 3.89 2.67
C 4.92 4.81 3.76
H 4.59 4.58 -3.57
H 5.39 3.26 -4.48
H 6.45 4.47 -3.66
H 7.31 3.08 -1.87
H 6.78 1.60 -2.83
H 6.72 0.77 -0.79
H 5.15 1.42 -0.65
H 6.02 3.52 -0.08
H 6.41 1.01 1.79
H 4.84 1.70 1.46
H 6.82 3.32 2.95
H 5.66 2.30 3.68
H 4.23 5.68 3.78
H 5.95 5.28 3.68
H 4.97 4.29 4.71
C -2.69 6.41 -0.67
C -2.73 4.90 -0.72
O -2.35 4.30 0.52
H -1.73 6.85 -0.54
H -3.32 6.67 0.23
H -3.16 6.88 -1.54
H -2.08 4.48 -1.52
H -3.75 4.57 -0.82
H -1.41 4.08 0.39
C 1.23 6.11 2.62
C 1.14 4.82 3.50
O 1.68 3.62 2.89
H 0.76 6.93 3.12
H 0.73 5.79 1.67
H 2.30 6.33 2.48
H 0.03 4.61 3.64
H 1.63 5.00 4.50
H 2.59 3.88 2.62
C 2.76 3.03 -1.33
C 1.35 2.48 -1.09
O 0.66 3.26 0.02
H 3.56 2.98 -0.55
H 2.65 4.06 -1.64
H 3.20 2.53 -2.13
H 1.28 1.40 -0.98
H 0.68 2.68 -2.00
H 0.92 2.82 0.85
C 3.80 -3.01 -0.47
C 3.98 -1.97 -1.59
O 2.90 -1.09 -1.73
H 4.62 -3.65 -0.70
H 2.88 -3.50 -0.66
H 3.72 -2.71 0.59
H 4.05 -2.56 -2.47
H 4.86 -1.39 -1.57
H 2.37 -1.31 -2.50
*
```

Here are the Mulliken charges for atoms 1 to 5, given in e: number 1, C, carries 0.0788; number 2, O, carries -0.6954; number 3, C, carries 0.1079; number 4, C, carries -0.8053; number 5, N, carries -0.1584